Version i
C9H18O2S | the ωB97M-V functional and the def2-TZVPD basis

Values from the calculation:
Multiplicity = 1
Orbital gap (alpha / beta) = 6.81 / 8.08 eV
LUMO level (alpha / beta) = -0.21 / 0.45 eV
Total charge = 0
E_HOMO (alpha / beta) = -7.025 / -7.626 eV

Each line ends with the natural charge from an NBO analysis.
Cartesian coordinates (Å):
C1 -0.536 0.365 -0.560  -0.58
C2 -1.740 2.882 -0.528  -1.04
C3 0.539 -0.495 -1.210  -0.50
C4 1.418 0.263 1.662  -0.18
C5 0.973 1.578 1.106  0.18
C6 1.117 -1.460 -0.038  0.13
C7 0.893 -3.083 1.802  -0.60
C8 -2.819 0.956 -1.853  -0.76
C9 0.165 -2.297 0.727  -0.45
O1 1.999 -0.670 0.704  -0.56
O2 1.760 2.286 0.285  -0.67
S1 -1.163 1.585 -1.354  1.20
H1 -2.416 3.449 -1.260  0.22
H2 -1.067 3.527 0.017  0.23
H3 0.009 -1.064 -2.016  0.21
H4 1.494 0.075 -1.700  0.20
H5 2.331 0.369 2.295  0.21
H6 0.588 -0.216 2.138  0.21
H7 -0.034 1.981 1.097  0.22
H8 1.907 -2.216 -0.531  0.19
H9 0.345 -3.751 2.416  0.21
H10 1.231 -2.295 2.424  0.20
H11 1.830 -3.634 1.427  0.20
H12 -2.671 0.059 -2.471  0.22
H13 -3.225 0.785 -0.854  0.24
H14 -3.352 1.681 -2.310  0.21
H15 -0.563 -1.533 1.313  0.21
H16 -0.555 -2.846 0.133  0.23
H17 2.568 1.866 0.005  0.49
H18 -1.025 1.854 -2.864  -0.06

Version ii
C9H18O2S | the ωB97M-V functional and the def2-TZVPD basis

Values from the calculation:
Multiplicity = 1
Orbital gap = 9.25 eV
LUMO level = 0.55 eV
Total charge = 0
E_HOMO = -8.692 eV

Each line ends with the natural charge from an NBO analysis.
Cartesian coordinates (Å):
C1 -0.412 -1.497 -2.636  -0.63
C2 -1.555 -1.936 -1.475  -0.39
C3 -1.725 -0.775 -0.670  -0.48
C4 -0.697 -0.925 0.610  -0.41
C5 -1.130 0.173 1.606  -0.42
C6 -1.457 1.650 1.050  -0.64
C7 1.106 1.919 0.991  -0.67
C8 2.148 1.192 0.479  0.39
C9 3.382 0.651 1.334  -0.68
H1 0.621 -2.050 -2.309  0.21
H2 -0.415 -0.442 -2.713  0.22
H3 -0.658 -2.102 -3.662  0.21
H4 -1.287 -2.912 -0.867  0.20
H5 -2.582 -2.508 -2.092  0.19
H6 -1.523 0.143 -1.370  0.26
H7 -2.777 -0.735 -0.209  0.20
H8 0.480 -0.862 0.322  0.22
H9 -0.992 -1.930 1.042  0.21
H10 -2.212 -0.317 1.976  0.21
H11 -0.534 0.259 2.556  0.22
H12 -1.262 2.179 2.081  0.25
H13 -2.463 1.864 0.532  0.25
H14 1.103 2.305 2.040  0.26
H15 4.356 0.378 0.552  0.26
H16 3.733 1.716 2.016  0.21
H17 3.097 -0.354 2.070  0.25
H18 1.514 0.533 -1.185  0.52
O1 0.013 1.542 -1.371  -1.00
O2 2.305 0.482 -0.645  -0.67
S1 -0.177 2.358 -0.053  1.25

Most stable: version ii. Least stable: version i.

Version i
C6H7N | the ωB97M-V functional and the def2-TZVPD basis

Values from the calculation:
SMILES = C#C[C@@H](C)CC#N
Multiplicity = 1
Orbital gap = 11.22 eV
LUMO level = 0.78 eV
Total charge = 0
E_HOMO = -10.438 eV

Each line ends with the natural charge from an NBO analysis.
Cartesian coordinates (Å):
C1 0.089 2.580 -0.326  -0.25
C2 -0.368 1.466 -0.344  0.00
C3 -0.641 0.038 -0.151  -0.29
C4 -0.137 -0.796 -1.360  -0.61
C5 -0.010 -0.253 1.263  -0.50
C6 0.883 -1.405 1.322  0.29
N1 1.633 -2.285 1.338  -0.32
H1 0.532 3.543 -0.241  0.24
H2 -1.717 -0.140 -0.055  0.24
H3 0.146 -0.134 -2.183  0.23
H4 0.732 -1.412 -1.116  0.23
H5 -0.923 -1.461 -1.729  0.22
H6 0.577 0.619 1.568  0.27
H7 -0.798 -0.361 2.013  0.25

Version ii
C6H7N | the ωB97M-V functional and the def2-TZVPD basis

Values from the calculation:
Multiplicity = 1
Orbital gap (alpha / beta) = 7.40 / 7.40 eV
LUMO level (alpha / beta) = -0.48 / -0.48 eV
Total charge = 0
E_HOMO (alpha / beta) = -7.882 / -7.882 eV

Each line ends with the natural charge from an NBO analysis.
Cartesian coordinates (Å):
C1 2.049 0.045 -0.287  -0.66
C2 0.624 -0.209 0.036  0.30
C3 -0.451 -0.403 -0.964  -0.29
C4 -1.765 0.299 0.586  -0.35
C5 -1.621 -0.770 -0.383  -0.09
N1 0.348 -0.463 1.285  -0.44
C6 -0.687 0.472 1.366  -0.07
H1 2.176 0.576 -1.230  0.22
H2 2.489 -0.945 -0.334  0.25
H3 2.547 0.605 0.517  0.24
H4 -0.381 -0.213 -2.023  0.23
H5 -2.532 1.018 0.315  0.24
H6 -2.429 -1.359 -0.801  0.22
H7 -0.366 1.349 1.918  0.21

Most stable: version i. Least stable: version ii.